Entry from the OMol25 dataset: C33H42BrIN3O5Ti as an isolated structure (ωB97M-V/def2-TZVPD).

```
86
Properties=species:S:1:pos:R:3:lowdin_spin:R:1
Ti -0.8091 -0.5373 -0.6996 0.9561
O -0.9166 -2.1558 0.6971 0.0126
C -2.2071 -2.2777 1.2599 0.0034
C -3.2636 -2.0486 0.1826 0.0026
N -3.0768 -0.7440 -0.4432 0.0046
C -3.5920 -0.7708 -1.8017 0.0022
C -2.5879 -1.7042 -2.5479 0.0010
O -2.9381 -2.4406 -3.4479 0.0000
O -1.4158 -1.6238 -2.0434 0.0001
C -3.4833 0.3497 0.4199 0.0008
C -2.2816 0.6769 1.3640 0.0019
O -2.4866 1.0905 2.4890 0.0011
O -1.1483 0.4490 0.8293 0.0067
H -0.2736 -1.6866 1.3582 0.0019
H -2.3768 -1.5542 2.0702 0.0001
H -2.3353 -3.2934 1.6652 0.0000
H -4.2675 -2.1414 0.6300 0.0001
H -3.1448 -2.8261 -0.5825 0.0001
H -3.5598 0.2261 -2.2549 0.0003
H -4.6120 -1.1741 -1.8800 0.0000
H -4.3767 0.1207 1.0185 -0.0001
H -3.6863 1.2476 -0.1747 -0.0001
C 4.4606 0.8576 2.6122 0.0000
C 2.9683 1.1849 2.7500 0.0000
C 2.8058 2.6600 3.1347 0.0000
C 2.3003 0.2576 3.7494 0.0003
C 2.6745 0.4004 5.0780 -0.0001
C 2.0937 -0.3422 6.0838 0.0004
C 1.0898 -1.2354 5.7619 0.0000
C 0.6867 -1.4227 4.4532 0.0004
C -0.3729 -2.4491 4.1235 0.0001
C -1.3191 -2.7839 5.2757 0.0000
C 0.2790 -3.7297 3.5906 0.0001
C 1.3097 -0.6998 3.4110 0.0001
N 0.9443 -0.9347 2.0871 0.0033
C 1.9391 -1.0269 1.2332 0.0002
C 2.0356 -0.9577 -0.1678 0.0082
C 3.3373 -0.9955 -0.7215 0.0077
C 3.1975 -0.8063 -2.0709 0.0028
C 1.8260 -0.6787 -2.3494 0.0104
N 1.1117 -0.7444 -1.1923 0.0132
C 1.4482 -0.4938 -3.8156 0.0007
C -0.0117 -0.6533 -4.2352 0.0006
C 2.2239 -1.5582 -4.6248 0.0004
C 1.9154 0.9111 -4.2399 0.0003
H 4.9011 1.4397 1.8048 0.0000
H 4.6158 -0.1957 2.3946 0.0000
H 4.9939 1.0863 3.5331 0.0000
H 2.4947 1.0573 1.7708 0.0000
H 3.3298 2.9015 4.0590 0.0000
H 1.7561 2.9118 3.2604 0.0000
H 3.2211 3.2859 2.3446 0.0000
H 3.4547 1.1019 5.3340 0.0000
H 2.4113 -0.2268 7.1103 0.0000
H 0.6261 -1.8067 6.5518 0.0000
H -0.9800 -2.0075 3.3383 0.0000
H -0.8178 -3.3245 6.0755 0.0000
H -2.1311 -3.4073 4.9069 0.0000
H -1.7498 -1.8726 5.6839 0.0000
H 0.8743 -4.1995 4.3729 0.0000
H 0.9320 -3.5021 2.7512 0.0000
H -0.4775 -4.4375 3.2548 0.0000
H 2.9316 -1.1883 1.6682 -0.0001
H 4.2544 -1.1073 -0.1718 0.0006
H 3.9958 -0.7440 -2.7840 0.0001
H -0.3609 -1.6672 -4.0512 0.0000
H -0.0903 -0.4608 -5.3072 0.0001
H -0.6618 0.0540 -3.7327 0.0006
H 2.0880 -2.5380 -4.1694 0.0000
H 3.2881 -1.3436 -4.6785 0.0000
H 1.8415 -1.5995 -5.6436 0.0000
H 1.2960 1.6709 -3.7679 0.0001
H 1.8332 1.0210 -5.3201 0.0000
H 2.9499 1.0871 -3.9524 0.0000
Br -3.3620 1.6502 -4.9582 0.0254
C -2.9100 3.5110 -4.7694 0.0655
C -3.4589 4.4065 -5.6794 0.0218
C -3.1471 5.7484 -5.5491 -0.0191
C -2.3055 6.1813 -4.5368 0.0239
C -1.7700 5.2639 -3.6403 0.0645
C -2.0812 3.9348 -3.7707 0.5840
I -1.0244 2.0353 -1.7683 0.1706
H -4.1099 4.0571 -6.4682 0.0048
H -3.5678 6.4597 -6.2462 -0.0014
H -2.0711 7.2336 -4.4453 0.0042
H -1.1201 5.5865 -2.8424 0.0096
```

- energy above the lowest of the compared OMol25 structures with the same formula, charge and spin (kJ/mol) = 116.8
- spin multiplicity = 3
- charge = -1
- gap between HOMO and LUMO (spin up / spin down) (eV) = 7.126 / 7.059
- highest occupied orbital energy (spin up / spin down) (eV) = -4.6 / -5.0